The following is a quantum chemistry calculation of a structure of composition C34H35BrHgN6O2S4Sb in a non-equilibrium geometry, from the OMol25 dataset.

As for the expectation value of S²: 0.77. For the frontier orbital gap (alpha / beta), the calculation gives 3.44 / 5.34 eV. The spin multiplicity is 2. Its total energy is -172959.0581 eV. Its LUMO energy (alpha / beta) is 3.59 / 3.58 eV. The net charge is -2.

```
84
Properties=species:S:1:pos:R:3:forces:R:3:lowdin_spin:R:1
Hg -0.81535 -0.33281 0.37007 -0.04 -0.13 0.01 0.000
C 1.88800 -4.78611 1.90887 -0.08 0.10 0.27 0.000
O 2.18441 -4.64972 0.52351 0.07 0.13 -0.35 0.002
C 1.55937 -3.48735 0.10833 -0.07 -0.15 0.95 -0.004
N 0.97501 -2.80987 1.00687 0.04 0.12 -0.36 -0.011
C 1.17254 -3.45861 2.28859 0.19 -0.38 0.05 -0.001
C -0.09725 -3.69710 3.06740 -0.03 0.17 0.00 0.000
C -1.33819 -3.65937 2.44869 0.01 0.00 -0.07 0.000
C -2.49613 -3.84268 3.19106 -0.01 -0.03 0.03 0.000
C -2.42399 -4.07185 4.55577 -0.03 -0.01 0.01 0.000
C -1.18355 -4.13046 5.17678 0.02 -0.05 0.03 0.000
C -0.02875 -3.94699 4.43455 0.00 0.00 0.00 0.000
C 1.66015 -3.18006 -1.32255 0.32 -0.15 -1.35 0.015
C 2.38349 -4.04579 -2.18211 -0.21 -0.04 0.97 0.194
C 2.41109 -3.72783 -3.54902 -0.05 0.28 -0.57 0.065
C 1.77097 -2.61095 -4.01156 -0.02 -0.20 0.37 0.096
C 1.06905 -1.78682 -3.06357 -0.16 0.39 -1.02 0.172
N 1.03862 -2.09899 -1.74216 -0.04 -0.06 0.96 0.125
C 0.34507 -0.63236 -3.48365 0.24 -0.33 0.10 0.111
N -0.22529 0.26055 -2.74378 -0.25 0.15 0.34 0.155
C -0.83522 1.25092 -3.59392 0.23 -0.24 -0.24 0.018
C -0.67472 0.65771 -5.02415 -0.14 0.12 0.12 0.002
O 0.22560 -0.42795 -4.86437 0.18 -0.02 -0.03 0.017
C -2.26458 1.58022 -3.23641 -0.20 -0.05 -0.23 0.005
C -2.96372 0.83741 -2.29468 -0.15 -0.15 -0.16 0.002
C -4.25903 1.19085 -1.94026 0.01 -0.12 -0.15 0.000
C -4.87538 2.28635 -2.52802 -0.01 -0.01 -0.02 0.000
C -4.19232 3.01635 -3.49186 -0.03 0.10 0.00 0.000
C -2.89817 2.66248 -3.84298 0.05 -0.08 0.03 0.001
H 2.81837 -4.94325 2.45714 0.00 -0.03 -0.03 0.000
H 1.23027 -5.64754 2.05522 0.03 0.00 -0.04 0.000
H 1.82553 -2.82664 2.90201 -0.04 0.02 -0.04 0.000
H -1.39087 -3.44164 1.38928 -0.01 0.07 0.02 0.000
H -3.46136 -3.77512 2.70511 0.01 0.03 -0.01 0.000
H -3.33009 -4.17536 5.13925 0.00 0.01 0.00 0.000
H -1.11504 -4.29069 6.24627 -0.02 0.01 0.00 0.000
H 0.93578 -3.96077 4.93245 0.01 0.05 -0.02 0.000
H 2.86597 -4.92416 -1.77964 0.01 0.01 -0.06 0.016
H 2.93910 -4.37605 -4.24174 0.02 0.03 0.00 0.000
H 1.77596 -2.33526 -5.05672 0.00 -0.03 -0.02 0.005
H -0.26181 2.18905 -3.51749 -0.03 0.03 -0.14 0.008
H -0.25947 1.37367 -5.73758 0.01 -0.05 -0.02 0.001
H -1.62986 0.28204 -5.40930 0.02 0.02 0.03 0.000
H -2.46598 0.00787 -1.80890 0.03 0.03 -0.02 0.001
H -4.78058 0.61134 -1.18796 0.01 0.01 0.03 0.000
H -5.87683 2.57800 -2.23386 -0.01 -0.01 0.00 0.000
H -4.65981 3.87566 -3.95975 -0.01 -0.01 0.01 0.000
H -2.36458 3.24998 -4.58431 0.04 0.03 0.03 0.000
S -0.76631 2.41391 6.75422 0.02 -0.25 0.03 0.000
Sb -1.00743 0.19797 6.26213 -0.05 0.31 -0.18 0.000
S -2.27595 -0.04050 3.25199 -0.59 0.04 -0.31 0.000
S -0.28684 -0.05136 3.83053 0.28 -0.04 0.44 0.000
S -3.25659 0.02913 5.12121 0.24 -0.07 0.16 0.000
Br -0.74667 6.42367 -2.13857 -0.04 -0.13 0.07 0.000
C -1.58457 5.02917 -1.13584 -0.06 0.38 -0.12 0.000
C -2.66661 5.32557 -0.32521 0.08 -0.41 0.02 0.000
C -3.24252 4.26263 0.35993 -0.04 0.38 -0.06 0.000
C -2.71984 2.99127 0.19352 0.21 -0.23 0.07 0.000
N -1.68320 2.72524 -0.59489 0.10 0.48 0.18 0.000
C -1.12339 3.73199 -1.25382 0.05 -0.10 0.18 0.000
H -3.04226 6.33471 -0.23674 0.01 0.03 0.01 0.000
H -4.08942 4.42970 1.01174 0.01 -0.05 0.03 0.000
H -3.13063 2.13647 0.72126 0.00 0.02 0.04 0.000
H -0.28161 3.48539 -1.89295 -0.01 0.10 0.04 0.001
C 3.04331 0.09535 1.60366 -0.06 -0.04 -0.03 0.000
C 4.35018 0.93482 1.60961 -0.02 0.10 -0.06 0.000
N 4.16719 2.14825 0.80489 0.13 0.05 0.06 0.000
C 3.85811 1.74914 -0.57329 -0.01 -0.01 0.08 0.000
C 2.57270 0.87747 -0.60416 0.03 -0.01 -0.04 0.001
N 2.05384 0.73945 0.75073 -0.09 0.02 0.02 0.000
C 1.73762 2.06146 1.28467 0.05 -0.05 0.03 0.000
C 3.03708 2.90685 1.35850 0.05 -0.04 -0.10 0.000
H 2.61109 0.01341 2.60378 0.02 -0.05 0.01 0.000
H 3.21459 -0.91399 1.21953 -0.02 -0.01 0.03 0.000
H 5.18951 0.37682 1.18363 -0.01 -0.01 0.03 0.000
H 4.62980 1.24651 2.61991 -0.01 -0.05 0.02 0.000
H 4.72433 1.19991 -0.95369 -0.02 0.02 -0.06 0.000
H 3.74579 2.65779 -1.17221 0.00 -0.01 0.00 0.000
H 2.76281 -0.12222 -1.00226 -0.05 0.04 -0.02 0.001
H 1.78692 1.32709 -1.21623 0.01 -0.10 -0.04 0.000
H 1.28353 1.93137 2.26894 -0.05 0.04 -0.03 0.000
H 0.99401 2.51665 0.62618 -0.03 0.00 0.04 0.000
H 3.28322 3.15993 2.39278 0.00 0.05 -0.01 0.000
H 2.95178 3.83867 0.79160 -0.03 0.01 0.03 0.000
```
Positions in Å, forces in eV/Å.